Record 1
A 2-piece molecular cluster, CH7N2 overall at a distorted geometry, computed with ωB97M-V with the def2-TZVPD basis set.

The relative energy (zero: lowest compared OMol25 entry of this formula, charge and spin) is 13.03 kcal/mol. The gap between HOMO and LUMO comes out at 10.5 eV. The spin multiplicity is 1. As for the HOMO energy: -0.5825 Ha. The net charge is +1. The value obtained for the total energy is -151.5302 a.u.

Each line ends with the natural charge from an NBO analysis.
Positions of all 10 atoms, in Å:
N: -1.66803 0.02624 0.67606  -1.0712
H: -1.63775 -0.84314 1.18704  0.3972
H: -1.65443 0.80781 1.32936  0.3955
H: -0.19689 -0.10426 -0.09728  0.4573
H: -2.54143 0.17464 0.18993  0.4069
C: 1.83557 -0.10676 -0.35894  0.1453
N: 0.63182 -0.24909 -0.79354  -0.5973
H: 2.50684 0.39706 -1.05235  0.2162
H: 2.14588 -0.17548 0.67278  0.2257
H: 0.57842 0.07297 -1.75306  0.4243

=====

Record 2
A 2-piece molecular cluster, CH7N2O overall, computed with ωB97M-V with the def2-TZVPD basis set.

The relative energy (zero: lowest compared OMol25 entry of this formula, charge and spin) is 10.85 kcal/mol. The gap between HOMO and LUMO comes out at 5.8 eV. The spin multiplicity is 1. As for the HOMO energy: -0.0824 Ha. The net charge is -1. The value obtained for the total energy is -227.0324 a.u.

Each line ends with the natural charge from an NBO analysis.
Positions of all 11 atoms, in Å:
N: 0.44737 -3.59624 1.00138  -1.0781
H: 0.60778 -2.59801 0.90923  0.3731
H: -0.22137 -3.85208 0.28982  0.3553
H: 1.34049 -4.03407 0.81961  0.3472
N: -0.71359 1.20248 -0.63073  -0.9228
C: 0.00855 2.40884 -0.10309  0.1378
O: 0.16786 3.40962 -0.95032  -0.9475
H: -0.32525 0.95741 -1.53906  0.3233
H: -1.65453 1.50759 -0.87235  0.3214
H: 0.96335 1.95459 0.29253  0.0416
H: -0.62067 2.63987 0.78298  0.0489

=====

Record 3
A 2-piece molecular cluster, CH7N2O overall at a distorted geometry, computed with ωB97M-V with the def2-TZVPD basis set.

The relative energy (zero: lowest compared OMol25 entry of this formula, charge and spin) is 7.80 kcal/mol. The gap between HOMO and LUMO comes out at 7.4 eV. The spin multiplicity is 1. As for the HOMO energy: -0.1040 Ha. The net charge is -1. The value obtained for the total energy is -227.0373 a.u.

Each line ends with the natural charge from an NBO analysis.
Positions of all 11 atoms, in Å:
O: 1.35464 1.55487 0.71641  -1.3444
H: 1.63129 2.11425 -0.02053  0.3938
N: 0.49674 -1.27090 -0.56923  -0.8736
C: -0.90013 -0.87690 -0.52505  -0.0477
N: -1.18799 0.31450 0.26615  -0.9033
H: 0.94141 -1.09618 0.32670  0.3745
H: 0.96986 -0.62995 -1.18998  0.3579
H: -1.55232 -1.66993 -0.15299  0.1393
H: -1.17558 -0.61020 -1.54474  0.1458
H: -0.34735 0.92011 0.19656  0.4313
H: -1.18579 0.05931 1.24813  0.3265

=====

Record 4
A 2-piece molecular cluster, CH7N2O overall at a distorted geometry, computed with ωB97M-V with the def2-TZVPD basis set.

The relative energy (zero: lowest compared OMol25 entry of this formula, charge and spin) is 49.48 kcal/mol. The gap between HOMO and LUMO comes out at 12.1 eV. The spin multiplicity is 1. As for the HOMO energy: -0.5844 Ha. The net charge is +1. The value obtained for the total energy is -226.7566 a.u.

Each line ends with the natural charge from an NBO analysis.
Positions of all 11 atoms, in Å:
O: 0.47520 0.01278 -2.52867  -0.9908
H: 0.06887 0.56886 -0.59706  0.4858
H: 1.39175 0.20664 -2.79814  0.4995
H: -0.05586 0.10972 -3.33725  0.5063
N: 0.07660 -0.12463 0.15828  -0.7344
C: -0.27475 0.32458 1.53631  0.2292
N: -0.19124 -0.55860 2.41378  -0.5529
H: 0.65689 -0.96439 0.10297  0.4758
H: -0.86577 -0.56075 0.11711  0.4576
H: -0.52621 1.37360 1.68856  0.2223
H: -0.75548 -0.38782 3.24412  0.4017

=====

Record 5
A 2-piece molecular cluster, CH7N2O overall, computed with ωB97M-V with the def2-TZVPD basis set.

The relative energy (zero: lowest compared OMol25 entry of this formula, charge and spin) is 3.72 kcal/mol. The gap between HOMO and LUMO comes out at 12.5 eV. The spin multiplicity is 1. As for the HOMO energy: -0.5898 Ha. The net charge is +1. The value obtained for the total energy is -226.8295 a.u.

Each line ends with the natural charge from an NBO analysis.
Positions of all 11 atoms, in Å:
N: -0.47556 -0.79949 -0.17957  -0.6966
C: -0.44268 0.44667 -0.55302  0.4039
N: -1.37215 1.11571 -1.19384  -0.7070
H: -1.29868 -1.36036 -0.30149  0.4189
H: 0.22883 -1.08873 0.49607  0.4588
H: 0.45817 1.00025 -0.31290  0.2353
H: -1.10869 2.00522 -1.58060  0.4397
H: -2.29467 0.73909 -1.35886  0.4283
H: 2.26709 -0.02150 2.04194  0.4998
H: 2.06757 -1.46912 1.63929  0.4893
O: 1.97077 -0.56774 1.30298  -0.9704

=====

Record 6
A 2-piece molecular cluster, CH7N2O2 overall at a distorted geometry, computed with ωB97M-V with the def2-TZVPD basis set.

The relative energy (zero: lowest compared OMol25 entry of this formula, charge and spin) is 63.66 kcal/mol. The gap between HOMO and LUMO comes out at 12.7 eV. The spin multiplicity is 1. As for the HOMO energy: -0.6034 Ha. The net charge is +1. The value obtained for the total energy is -301.9966 a.u.

Each line ends with the natural charge from an NBO analysis.
Positions of all 12 atoms, in Å:
C: 0.84355 0.02284 0.05340  0.9553
N: -1.34194 0.30871 0.09403  -1.0832
N: 1.08819 -1.19790 -0.27487  -0.7369
O: 1.05861 0.42854 1.37289  -0.6240
O: 0.74975 0.83324 -0.95663  -0.6233
H: -1.92730 0.38156 -0.93110  0.4187
H: -1.61810 -0.66466 0.18542  0.3784
H: 1.22243 -1.35147 -1.25778  0.4385
H: -1.94621 0.62470 0.75161  0.3805
H: 0.80480 -2.00244 0.32919  0.4512
H: 0.13949 0.87488 1.40264  0.5155
H: 0.92672 1.74200 -0.76880  0.5293

=====

Record 7
A 2-piece molecular cluster, CH7N2O2P overall at a distorted geometry, computed with ωB97M-V with the def2-TZVPD basis set.

The relative energy (zero: lowest compared OMol25 entry of this formula, charge and spin) is 59.34 kcal/mol. The gap between HOMO and LUMO comes out at 9.0 eV. The spin multiplicity is 1. As for the HOMO energy: -0.3192 Ha. The value obtained for the total energy is -643.6120 a.u.

Each line ends with the natural charge from an NBO analysis.
Positions of all 13 atoms, in Å:
C: -0.58273 0.61700 -0.76408  -0.4439
N: 0.66455 -1.31109 0.67138  -1.2385
N: -1.63762 0.48823 0.09227  -0.8114
O: 2.13095 -0.25437 -1.03622  -1.0680
O: 1.39069 1.12823 1.00720  -0.9686
P: 1.03053 0.11242 -0.13678  2.2464
H: -0.83076 -0.50154 -2.21203  -0.0431
H: -0.63348 1.59169 -1.33703  0.2382
H: 0.23519 -1.13013 1.63397  0.3843
H: 0.17678 -2.10183 0.12262  0.4271
H: -2.50972 0.86235 -0.21869  0.3944
H: 2.12063 0.70552 1.45532  0.5085
H: -1.55501 -0.20648 0.72208  0.3747

=====

Record 8
A 2-piece molecular cluster, CH7N2O3 overall at a distorted geometry, computed with ωB97M-V with the def2-TZVPD basis set.

The relative energy (zero: lowest compared OMol25 entry of this formula, charge and spin) is 10.33 kcal/mol. The gap between HOMO and LUMO comes out at 11.0 eV. The spin multiplicity is 1. As for the HOMO energy: -0.5485 Ha. The net charge is +1. The value obtained for the total energy is -377.1818 a.u.

Each line ends with the natural charge from an NBO analysis.
Positions of all 13 atoms, in Å:
C: 1.06607 -0.38785 -0.21606  0.8957
N: 0.07004 0.36966 0.08397  -0.7673
N: -2.55479 0.01830 0.07667  -1.0495
O: 0.65345 -1.54540 -0.61645  -0.5921
O: 2.76509 1.18079 0.34710  -0.3321
O: 2.29687 -0.04695 -0.27449  -0.2393
H: -0.98392 0.26256 0.01764  0.4472
H: 0.25733 1.41333 0.32222  0.4278
H: -2.86531 0.00417 -0.82618  0.3929
H: -2.92092 0.79354 0.66939  0.4036
H: -2.56655 -0.82950 0.52928  0.3887
H: 1.38744 -2.05059 -1.05555  0.5300
H: 3.39521 0.81792 0.94247  0.4945

=====

Record 9
One molecule with the formula CH7N2PS2 at a distorted geometry, computed with ωB97M-V with the def2-TZVPD basis set.

The relative energy (zero: lowest compared OMol25 entry of this formula, charge and spin) is 37.06 kcal/mol. The gap between HOMO and LUMO comes out at 8.3 eV. The spin multiplicity is 1. As for the HOMO energy: -0.3076 Ha. The value obtained for the total energy is -1289.5282 a.u.

Each line ends with the natural charge from an NBO analysis.
Positions of all 13 atoms, in Å:
C: 0.97889 -1.40437 -1.61990  -0.7592
S: -0.39810 -0.31654 -1.41798  -0.0184
P: 0.01501 0.50114 0.40696  1.3581
N: -1.28670 -0.26245 1.31428  -1.1364
N: -0.48649 2.11530 0.11587  -1.1027
S: 2.23252 0.47410 1.29309  -0.6039
H: 0.50972 -2.36124 -1.20186  0.2166
H: 1.78924 -1.12978 -0.97347  0.2673
H: 1.29654 -1.60460 -2.62681  0.2404
H: -1.70437 0.42972 1.98365  0.3834
H: -1.05436 -1.01909 1.81001  0.3867
H: -0.40484 2.58027 1.00209  0.3900
H: -1.48706 1.99754 -0.08592  0.3779

=====

Record 10
A 2-piece molecular cluster, CH7N2S overall at a distorted geometry, computed with ωB97M-V with the def2-TZVPD basis set.

The relative energy (zero: lowest compared OMol25 entry of this formula, charge and spin) is 26.02 kcal/mol. The gap between HOMO and LUMO comes out at 6.5 eV. The spin multiplicity is 1. As for the HOMO energy: -0.0946 Ha. The net charge is -1. The value obtained for the total energy is -549.9925 a.u.

Each line ends with the natural charge from an NBO analysis.
Positions of all 11 atoms, in Å:
S: -2.05218 1.77451 -2.34147  -1.0524
H: -0.88579 2.14630 -2.15932  0.0579
N: -0.52903 -1.21805 0.20490  -0.8755
C: 0.59116 -0.84278 0.97591  -0.0453
N: 1.14990 0.51336 0.55171  -0.9164
H: -1.45404 -0.90463 0.47285  0.3699
H: -0.44924 -1.07123 -0.76648  0.3765
H: 0.19619 -0.76873 2.06142  0.1837
H: 1.38751 -1.62622 0.64216  0.1687
H: 1.44994 0.63531 -0.42517  0.3650
H: 0.59559 1.36216 0.78348  0.3679

=====

Record 11
A 2-piece molecular cluster, CH7N2S overall at a distorted geometry, computed with ωB97M-V with the def2-TZVPD basis set.

The relative energy (zero: lowest compared OMol25 entry of this formula, charge and spin) is 12.01 kcal/mol. The gap between HOMO and LUMO comes out at 7.1 eV. The spin multiplicity is 1. As for the HOMO energy: -0.1064 Ha. The net charge is -1. The value obtained for the total energy is -550.0148 a.u.

Each line ends with the natural charge from an NBO analysis.
Positions of all 11 atoms, in Å:
S: 2.24397 -0.89456 -1.21309  -1.0685
H: 3.54407 -1.22431 -1.31728  0.1055
N: -0.51027 0.82317 -0.78945  -0.8830
C: -1.16953 0.36558 0.41023  -0.0272
N: -0.57072 -0.89063 0.94039  -0.8641
H: 0.44601 0.48017 -0.90675  0.4125
H: -0.59423 1.80774 -0.83153  0.3428
H: -2.22146 0.11465 0.24341  0.1316
H: -1.19948 1.14831 1.19384  0.1146
H: -0.25218 -0.65739 1.85993  0.3366
H: 0.28381 -1.07272 0.41030  0.3991

=====

Record 12
A 2-piece molecular cluster, CH7N2S overall at a distorted geometry, computed with ωB97M-V with the def2-TZVPD basis set.

The relative energy (zero: lowest compared OMol25 entry of this formula, charge and spin) is 2.87 kcal/mol. The gap between HOMO and LUMO (spin up / spin down) comes out at 2.4 / 7.0 eV. The spin multiplicity is 2. As for the HOMO energy (spin up / spin down): 0.1641 / -0.0044 Ha. The net charge is -2. The value obtained for the total energy is -549.8548 a.u.

Each line ends with the natural charge from an NBO analysis.
Positions of all 11 atoms, in Å:
S: 0.16557 -2.87421 -1.15918  -1.0810
H: -0.83881 -3.23856 -1.93010  0.0716
N: 1.20242 0.23257 0.20883  -0.9055
C: -0.06766 0.81705 -0.17083  -0.2156
N: -0.82173 1.49638 0.90183  -1.3690
H: 1.08570 -0.11280 1.15121  0.3287
H: 1.39084 -0.61957 -0.32305  0.3764
H: 0.12280 1.47067 -1.03909  0.1276
H: -0.74736 0.03550 -0.53761  0.1676
H: -1.37364 0.81831 1.42525  0.2627
H: -0.11812 1.97466 1.47275  0.2364

=====

Q: Which of these has the highest relative energy (zero: lowest compared OMol25 entry of this formula, charge and spin)?
A: CH7N2O2

=====

Q: Which value of relative energy (zero: lowest compared OMol25 entry of this formula, charge and spin) does entry 8 give?
A: 10.33 kcal/mol

=====

What did the tenth record say?
A 2-piece molecular cluster, CH7N2S overall at a distorted geometry, computed with ωB97M-V with the def2-TZVPD basis set.

The relative energy (zero: lowest compared OMol25 entry of this formula, charge and spin) is 26.02 kcal/mol. The gap between HOMO and LUMO comes out at 6.5 eV. The spin multiplicity is 1. As for the HOMO energy: -0.0946 Ha. The net charge is -1. The value obtained for the total energy is -549.9925 a.u.

Each line ends with the natural charge from an NBO analysis.
Positions of all 11 atoms, in Å:
S: -2.05218 1.77451 -2.34147  -1.0524
H: -0.88579 2.14630 -2.15932  0.0579
N: -0.52903 -1.21805 0.20490  -0.8755
C: 0.59116 -0.84278 0.97591  -0.0453
N: 1.14990 0.51336 0.55171  -0.9164
H: -1.45404 -0.90463 0.47285  0.3699
H: -0.44924 -1.07123 -0.76648  0.3765
H: 0.19619 -0.76873 2.06142  0.1837
H: 1.38751 -1.62622 0.64216  0.1687
H: 1.44994 0.63531 -0.42517  0.3650
H: 0.59559 1.36216 0.78348  0.3679